# C13H16N8O4PtS

C13H16N8O4PtS as an isolated structure (wB97M-V/def2-TZVPD, the OMol25 dataset).

Computed properties:
energy relative to the best compared isomer or geometry (same formula, charge and spin): 0.000 eV
multiplicity: 3
expectation value of S²: 2.019
LUMO energy (spin up / spin down): 0.37 / -1.80 eV
DFT total energy: -47934.643 eV

Cartesian coordinates (Å):
Pt (-0.6168, 0.3388, 0.0380)
N (2.2812, -1.4644, -0.2037)
C (2.4630, -0.1391, -0.0446)
N (3.7200, 0.2703, 0.0021)
C (3.8867, 1.6070, 0.0935)
N (5.1672, 2.0282, 0.1322)
N (2.9404, 2.5275, 0.1390)
C (1.6821, 2.0589, 0.0981)
N (1.3874, 0.6832, 0.0264)
C (0.5847, 2.9285, 0.1115)
C (0.6754, 4.3385, 0.1398)
C (-0.4662, 5.0798, 0.0943)
C (-1.7265, 4.4424, 0.0194)
C (-1.7774, 3.0777, 0.0084)
N (-0.6524, 2.3351, 0.0681)
H (3.1122, -2.0212, -0.1061)
H (1.3856, -1.8845, -0.0406)
H (5.9075, 1.3529, 0.1401)
H (5.3574, 3.0068, 0.2394)
H (1.6587, 4.7830, 0.1857)
H (-0.4079, 6.1607, 0.1090)
H (-2.6474, 5.0035, -0.0271)
H (-2.7110, 2.5366, -0.0354)
O (-4.5071, 0.6644, -0.5070)
S (-3.3558, -0.1693, -0.3481)
O (-2.5203, 0.2720, 0.8945)
O (-2.2560, 0.1890, -1.3949)
O (-3.5737, -1.5936, -0.3239)
C (-1.5637, -4.6029, -1.9828)
C (-1.1589, -3.6652, -0.8986)
C (-0.9358, -3.8656, 0.4490)
C (-0.6710, -2.6033, 0.9968)
N (-0.6837, -1.7051, 0.0165)
N (-0.9642, -2.3598, -1.1279)
C (-0.4622, -2.1989, 2.4146)
H (-1.7339, -5.5929, -1.5667)
H (-0.7917, -4.6787, -2.7490)
H (-2.4882, -4.2700, -2.4560)
H (-1.0146, -4.7987, 0.9821)
H (-1.2806, -1.8026, -1.9105)
H (-0.3421, -3.0759, 3.0466)
H (-1.3234, -1.6231, 2.7569)
H (0.4230, -1.5698, 2.5210)